(1)
# C35H34ClN4O4

An isolated ion of composition C35H34ClN4O4 and charge +1 (wB97M-V/def2-TZVPD, the Open Molecules 2025 dataset).

## Properties
- largest force on an atom (eV/Å) = 4.037
- HOMO (eV) = -10.5
- SMILES = CN1C(=O)[C@@H](Cc2ccccc2)N(/C=C/[C@H](c2cccc([N+](=O)[O-])c2)[C@@H](C(=O)c2ccccc2)[n+]2cccc(Cl)c2)C1(C)C
- M (g/mol) = 610.1

ORCA input file:
```
! wB97M-V def2-TZVPD RIJCOSX def2/J DEFGRID3
* xyz 1 1
C -5.549 1.113 9.602
N -4.856 0.181 8.746
C -5.399 -1.039 8.457
O -6.483 -1.456 8.857
C -4.405 -1.771 7.555
C -4.971 -2.104 6.178
C -6.171 -3.020 6.224
C -7.369 -2.632 5.613
C -8.502 -3.439 5.743
C -8.428 -4.650 6.443
C -7.208 -5.062 6.995
C -6.074 -4.254 6.872
N -3.298 -0.830 7.473
C -2.194 -1.097 6.712
C -1.130 -0.269 6.577
C 0.098 -0.656 5.803
C 1.350 0.204 6.140
C 2.640 -0.360 6.032
C 3.781 0.441 6.176
C 3.665 1.758 6.602
C 2.387 2.267 6.864
N 2.243 3.524 7.514
O 3.276 4.186 7.766
O 1.097 3.927 7.832
C 1.222 1.520 6.550
C -0.178 -0.700 4.310
C -1.023 0.490 3.877
O -0.560 1.630 3.829
C -2.458 0.305 3.543
C -3.226 1.472 3.364
C -4.584 1.388 3.080
C -5.201 0.134 2.956
C -4.444 -1.031 3.118
C -3.078 -0.950 3.398
N 1.087 -0.730 3.462
C 1.631 -1.944 3.197
C 2.902 -2.069 2.677
C 3.687 -0.936 2.461
C 3.117 0.310 2.713
Cl 4.008 1.760 2.500
C 1.817 0.396 3.192
C -3.522 0.424 8.201
C -3.531 1.647 7.277
C -2.514 0.612 9.353
H -6.548 0.718 9.805
H -5.017 1.249 10.552
H -5.637 2.091 9.115
H -4.084 -2.700 8.067
H -5.243 -1.156 5.688
H -4.173 -2.567 5.577
H -7.402 -1.681 5.073
H -9.445 -3.112 5.303
H -9.317 -5.274 6.552
H -7.134 -6.008 7.531
H -5.112 -4.554 7.300
H -2.207 -2.079 6.215
H -1.096 0.669 7.125
H 0.347 -1.698 6.070
H 2.740 -1.423 5.797
H 4.766 0.032 5.941
H 4.526 2.400 6.791
H 0.262 2.031 6.641
H -0.672 -1.653 4.097
H -2.732 2.442 3.448
H -5.155 2.307 2.935
H -6.264 0.067 2.720
H -4.914 -2.015 3.015
H -2.482 -1.861 3.478
H 1.002 -2.802 3.455
H 3.271 -3.069 2.463
H 4.711 -0.979 2.109
H 1.385 1.353 3.434
H -4.261 1.494 6.471
H -3.795 2.535 7.866
H -2.551 1.806 6.823
H -2.654 -0.190 10.090
H -1.485 0.578 8.994
H -2.691 1.583 9.830
*
```

(2)
# C13H18CoF3N4O2

C13H18CoF3N4O2 as an isolated structure (wB97M-V/def2-TZVPD, the Open Molecules 2025 dataset).

## Properties
- largest force on an atom (eV/Å) = 1.506
- HOMO (eV) = -16.9
- M (g/mol) = 378.2

ORCA input file:
```
! wB97M-V def2-TZVPD RIJCOSX def2/J DEFGRID3
* xyz 2 1
Co -0.113 -0.571 0.480
C -2.514 -1.034 -1.019
C -2.600 0.336 -0.418
N -1.829 0.309 0.865
C -1.549 1.688 1.329
C -0.369 2.152 0.547
C 0.030 3.459 0.406
C 1.239 3.721 -0.226
C 2.021 2.671 -0.680
C 1.562 1.380 -0.518
C 2.343 0.160 -0.859
N 1.522 -1.053 -0.575
C 1.090 -1.745 -1.829
C -0.258 -1.199 -2.245
N -1.079 -1.428 -1.035
N 0.365 1.141 0.037
H -2.973 -1.113 -2.003
H -3.027 -1.737 -0.360
H -3.633 0.633 -0.237
H -2.144 1.094 -1.057
H -2.346 -0.181 1.594
H -1.301 1.661 2.391
H -2.416 2.336 1.201
H -0.578 4.259 0.807
H 1.586 4.741 -0.333
H 2.986 2.849 -1.136
H 3.254 0.129 -0.262
H 2.648 0.166 -1.905
H 2.081 -1.695 -0.019
H 1.010 -2.809 -1.604
H 1.836 -1.634 -2.614
H -0.640 -1.729 -3.118
H -0.243 -0.133 -2.477
H -1.050 -2.434 -0.873
F 1.718 -3.076 1.636
C 0.670 -2.643 2.369
F 0.305 -3.566 3.192
F -0.382 -2.505 1.387
C 0.890 -1.247 2.963
O 1.276 -1.108 4.078
O 0.611 -0.242 2.123
*
```

(3)
# C8H6N2O

One molecule with the formula C8H6N2O (wB97M-V/def2-TZVPD, the Open Molecules 2025 dataset).

## Properties
- largest force on an atom (eV/Å) = 4.094
- energy above the lowest of the compared OMol25 structures with the same formula, charge and spin (eV) = 0.691
- HOMO (eV) = -9.1
- SMILES = O=c1nc[nH]c2ccccc12
- M (g/mol) = 146.1

ORCA input file:
```
! wB97M-V def2-TZVPD RIJCOSX def2/J DEFGRID3
* xyz 0 1
O -2.948 -0.083 -1.256
C -1.809 0.425 -1.213
N -1.293 1.368 -2.053
C -0.011 1.711 -1.965
N 0.952 1.172 -1.141
C 0.536 0.216 -0.184
C 1.468 -0.145 0.716
C 1.123 -1.001 1.791
C -0.188 -1.560 1.750
C -1.073 -1.150 0.759
C -0.813 -0.151 -0.204
H 0.374 2.398 -2.691
H 1.994 1.405 -1.150
H 2.457 0.224 0.729
H 1.880 -1.168 2.582
H -0.524 -2.199 2.592
H -2.127 -1.462 0.940
*
```

(4)
# C2H4FP

One molecule with the formula C2H4FP (wB97M-V/def2-TZVPD, the Open Molecules 2025 dataset).

## Properties
- largest force on an atom (eV/Å) = 5.453
- energy above the lowest of the compared OMol25 structures with the same formula, charge and spin (eV) = 0.019
- HOMO (eV) = -9.8
- SMILES = FP1CC1
- M (g/mol) = 78.0

ORCA input file:
```
! wB97M-V def2-TZVPD RIJCOSX def2/J DEFGRID3
* xyz 0 1
F 0.992 -1.930 -0.385
P 1.244 -0.560 0.442
C -0.496 -0.007 0.618
C 0.182 0.687 -0.475
H -0.938 0.686 1.494
H -1.124 -0.751 0.308
H -0.213 0.180 -1.361
H 0.352 1.696 -0.640
*
```

(5)
# C53H53GeMnN2O7S2

C53H53GeMnN2O7S2 as an isolated structure (wB97M-V/def2-TZVPD, the Open Molecules 2025 dataset).

## Properties
- largest force on an atom (eV/Å) = 3.867
- HOMO (spin up / spin down) (eV) = -3.6 / -3.7
- M (g/mol) = 1021.7

ORCA input file:
```
! wB97M-V def2-TZVPD RIJCOSX def2/J DEFGRID3
* xyz -1 2
Mn -1.422 -1.055 -0.191
O -0.931 7.036 1.773
C -0.798 5.835 2.415
O -0.317 5.840 3.525
C -1.228 4.639 1.694
C -0.963 3.380 2.271
C -1.251 2.214 1.625
C -1.809 2.207 0.308
C -2.183 3.482 -0.218
C -1.887 4.643 0.452
N -1.928 1.046 -0.315
C -2.179 1.004 -1.726
C -2.743 -1.037 -2.311
C -3.037 -1.889 -3.507
C -3.833 -2.966 -3.392
C -4.291 -3.388 -2.104
C -3.733 -2.784 -1.011
N -2.893 -1.745 -1.070
H -1.271 6.892 0.885
H -0.500 3.378 3.251
H -1.043 1.243 2.061
H -2.742 3.537 -1.142
H -2.209 5.576 -0.002
H -1.959 1.939 -2.253
H -2.617 -1.596 -4.458
H -4.086 -3.554 -4.268
H -4.962 -4.228 -1.992
H -3.927 -3.173 -0.016
O -0.834 -0.048 4.116
S -0.660 1.075 5.062
C 1.077 1.683 4.865
C 2.178 0.638 4.669
C 2.154 -0.259 3.402
C 2.301 0.507 2.089
S 1.796 -0.406 0.525
O 0.336 -0.662 0.737
C 2.719 -1.896 0.948
C 2.095 -3.092 1.247
C 2.863 -4.188 1.617
C 4.245 -4.083 1.694
C 4.866 -2.886 1.359
C 4.104 -1.796 0.969
C -0.484 0.310 6.677
C -0.466 -1.072 6.783
C -0.523 -1.669 8.030
C -0.612 -0.887 9.175
C -0.638 0.499 9.063
C -0.576 1.101 7.820
H 1.249 2.261 5.775
H 1.026 2.367 4.017
H 2.167 -0.025 5.540
H 3.129 1.181 4.679
H 1.222 -0.813 3.362
H 2.972 -0.974 3.506
H 3.329 0.838 1.926
H 1.636 1.372 2.059
H 1.019 -3.162 1.166
H 2.381 -5.129 1.850
H 4.841 -4.933 2.001
H 5.944 -2.805 1.404
H 4.580 -0.864 0.685
H -0.420 -1.662 5.876
H -0.508 -2.748 8.109
H -0.670 -1.351 10.151
H -0.716 1.108 9.955
H -0.602 2.180 7.721
C -1.574 -3.684 1.821
O -2.633 -2.758 2.033
C -2.458 -1.553 1.524
C -3.640 -0.718 1.915
H -0.636 -3.257 2.180
H -1.476 -3.920 0.759
H -1.823 -4.575 2.397
H -4.149 -1.150 2.782
H -4.332 -0.680 1.071
H -3.327 0.303 2.131
O 1.529 -1.552 -1.577
C 0.652 -2.413 -1.797
O -0.257 -2.765 -0.998
C 0.659 -2.995 -3.204
C 1.499 -2.134 -4.157
Ge 1.062 -0.176 -4.015
C -0.853 0.121 -3.683
C -1.411 -0.198 -2.323
C -3.517 0.368 -2.219
C -3.901 0.882 -3.557
C -3.037 1.048 -4.575
C -1.614 0.734 -4.615
C 1.388 0.551 -5.837
C 2.169 1.686 -6.042
C 2.318 2.237 -7.308
C 1.672 1.665 -8.394
C 0.893 0.531 -8.210
C 0.760 -0.019 -6.945
C 2.119 0.952 -2.787
C 3.490 0.779 -2.622
C 4.186 1.513 -1.672
C 3.519 2.436 -0.875
C 2.158 2.637 -1.047
C 1.468 1.898 -1.998
H -0.381 -3.045 -3.538
H 1.034 -4.022 -3.147
H 1.327 -2.450 -5.189
H 2.561 -2.256 -3.938
H -0.628 -0.550 -1.625
H -4.337 0.378 -1.501
H -4.946 1.117 -3.718
H -3.439 1.441 -5.504
H -1.126 1.005 -5.544
H 2.661 2.147 -5.192
H 2.931 3.119 -7.450
H 1.773 2.103 -9.380
H 0.382 0.084 -9.055
H 0.143 -0.901 -6.805
H 4.016 0.061 -3.241
H 5.252 1.360 -1.546
H 4.061 3.006 -0.129
H 1.625 3.358 -0.437
H 0.404 2.066 -2.134
*
```

(6)
# C4H14N

A 2-piece molecular cluster, C4H14N overall (wB97M-V/def2-TZVPD, the Open Molecules 2025 dataset).

## Properties
- largest force on an atom (eV/Å) = 2.853
- energy above the lowest of the compared OMol25 structures with the same formula, charge and spin (eV) = 0.652
- HOMO (eV) = -15.2
- M (g/mol) = 76.2

ORCA input file:
```
! wB97M-V def2-TZVPD RIJCOSX def2/J DEFGRID3
* xyz 1 1
C -2.613 -0.367 -0.426
N -1.635 0.209 0.560
H -3.087 0.431 -0.979
H -3.336 -0.970 0.114
H -2.057 -1.059 -1.047
H -0.840 0.619 0.057
H -2.052 0.975 1.099
H -1.306 -0.491 1.223
C 1.687 -0.834 0.885
C 1.436 -0.385 -0.549
C 1.409 1.192 -0.621
H 0.806 -0.765 1.530
H 2.021 -1.875 0.910
H 2.459 -0.227 1.339
H 2.310 -0.530 -1.180
H 0.530 -0.722 -1.044
H 1.523 1.544 -1.638
H 2.235 1.601 -0.041
H 0.510 1.654 -0.191
*
```

- What is the formula in the first record?
  C35H34ClN4O4